Formula: C14H39BClIN6O3P2
Source: OMol25
Level of theory: ωB97M-V/def2-TZVPD

Geometry as XYZ:
```
67
Properties=species:S:1:pos:R:3:mulliken_charge:R:1
I -3.9359 -3.6711 1.1310 -0.0265
Cl -1.3410 -4.8970 -2.1727 -0.2021
P 4.4122 -1.7893 2.7277 0.5864
P -3.1921 2.2087 -1.3424 0.7702
O -2.3150 1.0198 -1.1684 -0.8451
O 3.7337 -1.9873 4.0339 -0.8401
O -0.1000 -3.1295 -0.7604 -0.3526
N -4.6650 1.6948 -0.6506 0.1153
N -3.4449 3.9139 -1.1804 0.0286
N 3.5776 -2.9448 1.7507 0.3757
N 5.8537 -1.8779 1.7659 0.0976
N -3.3079 2.2599 -3.0709 0.2466
N 3.9634 -0.1940 2.3030 0.1119
C 4.0486 0.3590 0.9659 -0.7533
C -4.5574 1.9644 -3.7496 -1.1562
C -2.8599 4.3891 0.1021 -0.9746
C 2.6859 -2.5259 0.6796 -1.3260
C 2.9725 -4.0405 2.5008 -1.1336
C -2.9557 4.8156 -2.2370 -0.9333
C -5.9575 2.3092 -0.8857 -0.7688
C -4.5568 1.2713 0.7433 -1.1723
C 7.0273 -1.4679 2.5798 -0.9872
C -2.1977 1.6179 -3.7665 -1.0736
C -1.1232 -3.3558 -1.3024 0.4374
C -2.3194 -2.4599 -1.3003 -0.1319
C 6.2029 -3.1521 1.1173 -0.8647
C 4.3248 0.8188 3.2896 -1.1196
B -3.5804 -3.3490 -0.9388 0.1183
H 3.2409 -2.0652 -0.1406 0.3040
H -2.1424 2.0065 -4.7864 0.3911
H 2.8091 -4.8856 1.8274 0.3644
H 3.5540 -0.2603 0.2269 0.1558
H -3.5558 4.7270 -3.1362 0.2715
H -6.0621 3.2964 -0.4164 0.2649
H 5.0805 0.5373 0.6330 0.2570
H 4.1582 0.4456 4.2989 0.3233
H -4.9721 0.9853 -3.4749 0.3076
H -2.4452 -1.9932 -2.2804 0.1097
H 3.7019 1.7063 3.1639 0.3558
H 2.1998 -3.3922 0.2347 0.5206
H -5.3037 2.7385 -3.5636 0.3126
H 6.8445 -0.5026 3.0562 0.2330
H -6.1873 2.4072 -1.9403 0.1458
H 1.9041 -1.8385 1.0243 0.3208
H -1.9070 4.6500 -2.4939 0.3149
H 7.2060 -3.0579 0.6953 0.3748
H -3.6362 0.7117 0.9031 0.3112
H 5.5348 -3.3657 0.2899 0.2135
H 3.5264 1.3182 0.9506 0.3828
H -6.7321 1.6621 -0.4693 0.3710
H 6.1975 -4.0017 1.8042 0.3192
H -4.2852 -3.8321 -1.7553 -0.0683
H 5.3760 1.1312 3.2053 0.3403
H 7.9061 -1.3545 1.9461 0.3698
H 7.2543 -2.1935 3.3668 0.3485
H -1.7674 4.3381 0.0973 0.3545
H -3.2206 3.7832 0.9355 0.2420
H -1.2498 1.8433 -3.2833 0.3329
H -4.3987 1.9759 -4.8292 0.4258
H -2.3009 0.5272 -3.8134 0.2732
H -3.0652 5.8438 -1.8867 0.3836
H 3.6324 -4.3827 3.2954 0.3633
H -3.1608 5.4175 0.2957 0.3724
H -4.5720 2.1152 1.4470 0.3243
H 2.0139 -3.7643 2.9542 0.3250
H -2.1838 -1.6862 -0.5462 0.0787
H -5.3850 0.6081 0.9995 0.3820
```

HOMO energy = -0.2983 hartree
Net charge = 0
LUMO level = -0.14 eV
Gap between HOMO and LUMO = 7.976 eV

Formula: C18H30MnNO3P
Source: OMol25
Level of theory: ωB97M-V/def2-TZVPD

Geometry as XYZ:
```
54
Properties=species:S:1:pos:R:3:mulliken_charge:R:1
Mn -0.1723 -0.2216 0.8658 0.4854
P -0.5072 -0.9604 -1.4574 0.4430
O 2.9794 -0.6030 0.4729 -0.1310
O -0.2142 -3.0207 2.2304 -0.0829
O -3.2536 -0.0269 1.7137 -0.1070
N 0.5597 0.9124 2.4042 0.1069
C -0.5086 1.7252 -1.2900 -1.2074
C 0.5638 1.2786 4.7762 -0.7978
C 1.8281 -0.4362 0.5894 0.4712
C 0.8722 -3.4322 -1.3243 -1.2163
C -2.1430 -0.0733 1.3543 0.4694
C 0.6836 -2.1887 -2.2052 0.4666
C 1.8906 2.6831 3.3312 -1.1163
C -0.1900 -1.9522 1.7344 0.0291
C -0.1582 0.6615 -2.3474 0.3443
C -2.6845 -2.6979 -1.3334 -1.2092
C 1.4212 1.9578 2.2281 -0.1496
C -2.1873 -1.4637 -2.1003 0.3777
C 0.3812 -2.5593 -3.6626 -1.6345
C 1.4588 2.3389 4.6198 0.9800
C 0.1268 0.5767 3.6544 -0.0815
C 1.2979 0.8293 -2.7958 -1.4930
C 1.9384 3.0848 5.8283 -1.2365
C -3.2039 -0.3198 -1.9891 -1.2648
H -0.2651 2.7418 -1.6250 0.3843
H -3.6999 -2.9548 -1.6569 0.4728
H 1.6280 -1.6314 -2.1709 0.5263
H 1.9881 0.6765 -1.9595 0.2852
H -2.0625 -1.7157 -3.1611 0.6082
H 1.4510 1.8466 -3.1758 0.4667
H 1.0927 -3.1537 -0.2918 0.2586
H 1.7570 2.2271 1.2362 0.4986
H -2.7049 -2.4946 -0.2577 0.2617
H 0.1476 1.5942 -0.3888 0.4073
H 0.2134 -1.6768 -4.2899 0.4200
H 2.5813 3.5023 3.1784 0.4502
H 1.1361 5.0779 -0.9954 0.0196
H 2.6488 3.8928 5.5557 0.3869
H 0.2094 0.9932 5.7590 0.5505
H 2.4519 2.3821 6.5194 0.4274
H -4.1841 -0.6707 -2.3327 0.4671
H -0.8171 0.7757 -3.2175 0.6767
H -1.5584 1.7013 -0.9958 0.2639
H -3.3143 0.0080 -0.9518 0.1786
H -0.5646 -0.2427 3.7856 0.5319
H 1.2221 -3.1195 -4.0877 0.4408
H 1.0184 4.7982 -1.6741 0.0173
H -2.0460 -3.5694 -1.4991 0.2242
H -0.5065 -3.1969 -3.7311 0.4134
H -2.9268 0.5428 -2.6028 0.3553
H 1.0715 3.5379 6.3561 0.4337
H 1.7067 -4.0292 -1.7103 0.4548
H 1.5656 0.1316 -3.5934 0.3816
H -0.0182 -4.0671 -1.3190 0.2910
```

HOMO energy (spin up / spin down) = -0.8368 / -0.8391 hartree
Net charge = +4
LUMO level (spin up / spin down) = -16.82 / -18.71 eV
Gap between HOMO and LUMO (spin up / spin down) = 5.947 / 4.124 eV
Spin multiplicity = 4
Relative energy (zero: lowest compared OMol25 entry of this formula, charge and spin) = 0.0 kJ/mol
Expectation value of S² = 4.035

Formula: C30H21CrF10NOS4
Source: OMol25
Level of theory: ωB97M-V/def2-TZVPD

Geometry as XYZ:
```
68
Properties=species:S:1:pos:R:3:mulliken_charge:R:1
Cr 0.4520 -0.2398 -0.3805 0.1472
S -0.1275 -0.8912 1.9439 -0.3710
S -1.3622 1.4914 -0.1013 -0.0970
S 1.9659 -1.9173 -1.1331 -0.5171
S 3.0205 0.0719 0.9238 -0.1685
F -4.3078 -2.3026 -2.0737 -0.2751
F -2.2884 -2.8905 -3.7466 -0.3166
F -2.9160 -3.1001 0.3718 -0.2782
F -3.7982 -0.7700 -0.6453 -0.2026
F -3.3344 -0.4820 -2.7282 -0.2574
F -0.0949 0.7420 -7.1578 -0.3784
F -0.8414 -1.3047 -3.4947 0.0073
F -2.6189 -4.3343 -1.3834 -0.3020
F -0.9282 -3.7130 -0.1867 -0.1145
F -0.3928 -3.3046 -2.8167 -0.2487
O -1.2244 -1.1133 -0.8442 1.2067
N 1.0434 2.1551 1.4822 0.4779
C -2.3262 -0.3109 3.4063 -0.9088
C 2.2702 3.2189 3.2172 -1.1495
C 0.9788 1.0505 -3.1676 0.1080
C 2.4614 -3.8757 0.7344 -0.6140
C -1.9434 -2.0094 -1.5198 1.1724
C -3.4887 0.3448 3.7417 -0.5279
C -4.0075 1.3347 2.9105 -0.8614
C -2.0994 -3.3093 -0.6711 0.1877
C -3.3673 -1.3956 -1.7434 0.1911
C 1.3515 1.1231 -1.7469 -1.5435
C -0.8159 3.1655 0.3342 -1.3238
C 2.9257 -4.3411 1.9522 -0.7050
C 2.7592 0.8390 2.5422 -0.5292
C 3.5015 -2.1021 2.5929 -0.3026
C 3.4486 -3.4568 2.8851 -0.7662
C 0.4401 4.3496 2.1748 -1.1314
C 3.0290 -1.6398 1.3779 0.2909
C -0.1193 1.7488 -3.6798 0.0659
C -1.3574 -2.3856 -2.9113 -0.1154
C -3.3291 1.6388 1.7485 -0.6438
C -1.5985 -0.0064 2.2396 0.7412
C 2.0118 2.1319 2.3922 0.2818
C 2.5094 -2.5201 0.4220 0.5394
C 1.3497 0.1321 -5.3867 -0.8082
C 0.2571 0.8424 -5.8445 0.5601
C -2.1376 0.9989 1.4230 -0.2886
C 1.4691 4.3449 3.1009 -0.4212
C 0.2667 3.2206 1.3782 0.8302
C -0.4888 1.6512 -5.0112 -0.8261
C 1.6998 0.2400 -4.0531 -0.1554
H 3.9124 -1.4092 3.3154 0.3406
H -4.9322 1.8398 3.1551 0.3825
H -3.7314 2.3711 1.0587 0.4793
H -0.7142 2.3666 -3.0158 0.1271
H 1.6421 5.2067 3.7328 0.4003
H 3.0740 3.1752 3.9396 0.4466
H -1.6850 3.7356 0.6675 0.6072
H -4.0077 0.0739 4.6528 0.3574
H 1.9040 -0.4992 -6.0669 0.4111
H 2.1177 0.1602 3.1132 0.4546
H 2.0299 -4.5553 0.0116 0.4143
H 2.8660 -5.3977 2.1788 0.3487
H -0.2175 5.2018 2.0674 0.4831
H -0.4724 3.6217 -0.5980 0.5166
H 1.1386 2.1174 -1.3400 0.5983
H -1.3449 2.1829 -5.4018 0.4228
H 3.8085 -3.8157 3.8398 0.3894
H -1.9412 -1.0938 4.0460 0.4752
H 3.6969 0.9998 3.0751 0.5336
H 2.4197 0.9273 -1.6255 0.8255
H 2.5397 -0.3293 -3.6740 0.3273
```

HOMO energy (spin up / spin down) = -0.1659 / -0.1689 hartree
Net charge = -1
LUMO level (spin up / spin down) = 2.27 / 2.27 eV
Gap between HOMO and LUMO (spin up / spin down) = 6.779 / 6.861 eV
Spin multiplicity = 4
Expectation value of S² = 3.841

Formula: C3H8N2O4
Source: OMol25
Level of theory: ωB97M-V/def2-TZVPD

Geometry as XYZ:
```
17
Properties=species:S:1:pos:R:3:mulliken_charge:R:1
O 1.3409 -0.7436 1.2863 -0.7236
O 1.4765 0.5619 -1.1543 -0.6368
O -0.1729 2.1242 -0.0407 -0.5702
O 1.7018 1.8586 1.1127 -0.5469
N -1.4104 -1.4608 0.8101 -0.7205
N -1.3227 0.0204 -1.0627 -0.7251
C 0.7901 1.3200 0.3212 0.3151
C 0.6190 -0.1675 0.4721 0.5144
C -0.5429 -0.8895 -0.2028 0.5794
H -0.0778 -1.6609 -0.8306 0.2142
H 2.0667 1.1122 1.6361 0.4156
H -1.0349 -0.1006 -2.0287 0.2761
H -0.8554 1.5337 -0.5126 0.5597
H -1.7540 -2.3726 0.5293 0.2575
H -2.3223 -0.1231 -0.9792 0.2364
H -0.9401 -1.5848 1.7000 0.2515
H 2.4381 0.5723 -1.0563 0.3031
```

HOMO energy = -0.3496 hartree
Net charge = 0
LUMO level = 0.65 eV
Gap between HOMO and LUMO = 10.157 eV
Relative energy (zero: lowest compared OMol25 entry of this formula, charge and spin) = 217.4 kJ/mol

Formula: C6H11N3O2
Source: OMol25
Level of theory: ωB97M-V/def2-TZVPD

Geometry as XYZ:
```
22
Properties=species:S:1:pos:R:3:mulliken_charge:R:1
O -0.0143 2.4199 -0.6485 -0.7764
O 1.9163 0.8910 -1.2432 -0.6424
N 2.5874 -0.0677 0.7407 -0.0766
N -0.1071 0.2423 -0.1646 0.1124
N 2.2366 -0.4381 1.8181 -0.4426
C 1.4470 -1.3547 -1.0842 -1.4922
C -0.6613 1.4440 -0.2883 0.7642
C 1.3678 0.0012 -0.4019 0.8614
C -2.0478 1.3579 0.2595 -0.6851
C -2.3646 -0.1270 0.2508 -0.7265
C -0.9988 -0.7597 0.4879 -0.6630
H 0.6708 -1.3769 -1.9113 0.3385
H 2.9143 -0.8644 2.5170 0.2157
H 2.3026 -1.3013 -1.8537 0.3698
H -0.8434 -1.7557 0.2497 0.4665
H 1.5416 1.8257 -1.2275 0.4080
H 1.5323 -2.2998 -0.5041 0.3636
H -1.9792 1.6296 1.2579 0.2889
H -2.8402 2.0113 -0.1428 0.3725
H -3.1123 -0.3344 0.9391 0.4115
H -0.7940 -0.7148 1.6557 0.2150
H -2.7534 -0.4284 -0.7063 0.3167
```

HOMO energy = -0.2996 hartree
Net charge = 0
LUMO level = 0.87 eV
Gap between HOMO and LUMO = 9.028 eV
Relative energy (zero: lowest compared OMol25 entry of this formula, charge and spin) = 179.1 kJ/mol

Formula: C2H4NO2P
Source: OMol25
Level of theory: ωB97M-V/def2-TZVPD

Geometry as XYZ:
```
10
Properties=species:S:1:pos:R:3:mulliken_charge:R:1
P 2.3814 0.2674 0.4675 0.2591
O -0.1385 1.7241 -0.4596 -0.4026
O 2.0358 -0.7015 -0.7870 -0.2891
N 1.0978 -0.7551 0.3493 0.0176
C -0.2380 -0.6232 -0.0203 -0.3905
C -0.8252 0.8130 0.1673 -0.2396
H -1.9031 0.9161 -0.3694 0.2581
H -1.0883 0.8125 1.3181 0.2339
H -0.9074 -1.4418 0.4327 0.2926
H -0.4145 -1.0116 -1.0985 0.2606
```

HOMO energy (spin up / spin down) = -0.3443 / -0.2936 hartree
Net charge = 0
LUMO level (spin up / spin down) = -0.77 / -1.77 eV
Gap between HOMO and LUMO (spin up / spin down) = 8.595 / 6.221 eV
Relative energy (zero: lowest compared OMol25 entry of this formula, charge and spin) = 672.4 kJ/mol

Formula: C5H8N2
Source: OMol25
Level of theory: ωB97M-V/def2-TZVPD

Geometry as XYZ:
```
15
Properties=species:S:1:pos:R:3:mulliken_charge:R:1
N -0.8730 1.0300 1.0297 -0.9188
N -1.2084 -0.1104 0.3934 0.5591
C -0.1067 -0.7625 -0.0745 -0.4503
C 0.4463 1.0675 0.9832 -0.3680
C 2.3978 -0.2136 -0.2391 -1.1298
C 0.9972 -0.0217 0.2604 0.5039
C -2.4439 -0.0919 -0.3638 -0.7853
H -2.3041 0.5721 -1.2248 0.3084
H -0.2022 -1.7046 -0.5991 0.4043
H 3.1017 0.4883 0.2219 0.3219
H 2.4131 -0.0323 -1.3231 0.2452
H -3.2602 0.2809 0.2537 0.2599
H 2.7626 -1.2317 -0.0675 0.3046
H 0.9781 1.8762 1.4659 0.4304
H -2.6725 -1.0954 -0.7284 0.3142
```

HOMO energy = -0.3278 hartree
Net charge = 0
LUMO level = 1.00 eV
Gap between HOMO and LUMO = 9.920 eV
Relative energy (zero: lowest compared OMol25 entry of this formula, charge and spin) = 78.8 kJ/mol

Formula: C3H11ClSi2
Source: OMol25
Level of theory: ωB97M-V/def2-TZVPD

Geometry as XYZ:
```
17
Properties=species:S:1:pos:R:3:mulliken_charge:R:1
Cl -3.7949 -0.8284 -0.5136 -0.2691
Si -2.3618 0.2179 0.4991 0.3279
Si 0.3107 -1.3780 0.2790 0.1981
C 2.8225 -0.7853 -0.5839 -1.4525
C -2.3690 2.0237 -0.1297 -0.8811
C 1.6621 -0.0576 0.0278 -0.2900
H 3.8219 -0.4193 -0.4638 0.3568
H 1.4847 0.8973 -0.4896 0.3845
H 2.0157 0.0898 1.0769 0.2277
H -1.9325 2.2062 -1.0852 0.3246
H 0.6994 -2.2029 1.5429 -0.0571
H -1.7412 2.4939 0.7106 0.2238
H -2.9573 0.1643 1.8546 -0.1075
H 0.1533 -2.1627 -0.8911 -0.0915
H -3.4498 2.4504 -0.2412 0.2844
H 2.7424 -1.0537 -1.5667 0.4021
H 2.8941 -1.6557 -0.0263 0.4189
```

HOMO energy = -0.3045 hartree
Net charge = 0
LUMO level = 0.10 eV
Gap between HOMO and LUMO = 8.389 eV
Relative energy (zero: lowest compared OMol25 entry of this formula, charge and spin) = 204.4 kJ/mol

Results for max |F|: 5.4 8.2 0.6 1.3 4.7 4.7 0.3 3.3 (in eV/Å, following the order of the records).